Record 1
16
Properties=species:S:1:pos:R:3 method="wB97M-V/def2-TZVPD" orbital_gap_ev=9.6259
C 0.423 -0.480 1.494
C -0.374 -1.047 0.325
C -1.726 -0.482 0.111
C -0.364 1.240 -0.925
H 2.205 0.466 0.100
H 0.269 -1.129 2.383
H -0.065 0.521 1.717
H -0.262 -2.083 0.014
H -2.060 0.388 0.728
H -2.656 -1.011 -0.147
H -1.126 1.871 -0.418
H 1.622 -0.439 -2.050
N -0.635 -0.144 -0.849
N 0.653 1.717 -1.480
S 2.258 -0.263 1.286
S 1.838 0.875 -2.291

---

Record 2
16
Properties=species:S:1:pos:R:3 method="wB97M-V/def2-TZVPD" orbital_gap_ev="8.3597 / 8.3606" total_charge=+1
C -1.824 -0.522 -0.260
C -0.317 -0.495 -2.188
C 0.423 1.443 1.601
C 1.322 -0.324 0.114
N -1.091 -0.080 0.631
N -1.091 -1.146 -1.522
N 0.145 0.442 0.564
O 0.366 0.233 -2.700
H -2.846 -0.938 -0.200
H -0.458 2.050 1.633
H 0.542 0.898 2.459
H 1.114 2.068 1.172
H 0.991 -1.183 -0.418
H 2.039 0.390 -0.322
H 1.791 -0.641 0.973
H -1.105 -2.195 -1.535

---

Record 3
16
Properties=species:S:1:pos:R:3 method="wB97M-V/def2-TZVPD" orbital_gap_ev="7.5024 / 7.5018" total_charge=+1
C 1.827 0.824 0.722
C 2.509 -0.328 0.672
C 0.518 0.774 0.205
C -2.143 0.197 -0.809
N -0.154 -0.275 -0.029
N -3.103 -0.449 -0.310
N 1.978 -1.484 0.501
O -2.225 0.984 -1.818
H 2.310 1.813 0.783
H 3.579 -0.425 0.830
H -0.005 1.688 -0.089
H -4.055 -0.203 -0.572
H -3.045 -0.873 0.629
H 2.524 -2.234 0.887
H 0.887 -1.565 0.216
H -1.403 1.557 -1.819

---

Record 4
16
Properties=species:S:1:pos:R:3 method="wB97M-V/def2-TZVPD" orbital_gap_ev=10.9808 total_charge=+1
C 1.718 -0.822 -0.341
C 0.634 0.976 0.303
C -1.186 0.305 -1.135
C -1.081 -0.644 1.192
N 0.514 -1.205 -0.391
N 1.873 0.482 0.087
N -0.306 -0.137 -0.061
O 0.298 2.191 0.625
H 2.676 -1.375 -0.697
H -1.695 -0.671 -1.577
H -1.866 1.098 -0.826
H -0.702 0.713 -1.917
H -1.824 -1.478 1.054
H -0.231 -0.867 1.831
H -1.456 0.346 1.698
H 2.634 1.088 0.153

---

Record 5
17
Properties=species:S:1:pos:R:3 method="wB97M-V/def2-TZVPD" orbital_gap_ev=10.0885 total_charge=+1
C 2.656 -0.882 1.732
C 1.973 -0.201 0.859
C -1.618 0.814 -0.168
C -1.174 -1.463 -1.048
N -2.134 1.867 0.458
N -1.743 -0.144 -0.834
N 1.244 0.429 0.025
O 0.132 1.155 0.241
O 1.510 0.335 -1.270
H 3.361 -0.282 2.226
H 2.442 -1.949 1.972
H -1.015 -1.662 -2.062
H -2.023 -2.250 -0.783
H -0.276 -1.533 -0.467
H -1.498 2.566 0.720
H -3.043 2.094 0.159
H 1.206 1.106 -1.764

---

Record 6
16
Properties=species:S:1:pos:R:3 method="wB97M-V/def2-TZVPD" orbital_gap_ev="8.1201 / 8.1208"
C 2.331 -0.017 -0.434
C 0.154 0.642 -0.750
C 0.644 -1.436 0.509
C -2.360 0.449 0.578
N 2.528 1.049 -1.162
N 1.575 1.681 -1.536
N 0.968 -0.295 -0.306
P -1.589 0.626 -1.071
H 3.019 -0.667 0.074
H 0.207 -1.203 1.488
H 0.018 -2.183 0.144
H 1.632 -1.903 0.693
H -3.253 0.954 0.472
H -1.653 0.833 1.340
H -2.598 -0.482 0.931
H -1.624 1.951 -0.968

---

Record 7
16
Properties=species:S:1:pos:R:3 method="wB97M-V/def2-TZVPD" orbital_gap_ev=9.3364
C -0.405 -1.434 0.133
C 1.882 -0.832 0.991
C 0.402 1.166 0.237
C -2.424 1.379 -1.719
H -0.286 -1.667 -0.937
H -1.300 -1.067 0.729
H -0.020 -2.414 0.646
H 1.979 -2.022 0.999
H 3.554 -0.706 1.713
H 1.188 1.800 0.593
H -2.768 2.469 -1.803
H -3.307 0.796 -2.139
N 0.446 -0.183 0.826
N 2.938 -0.013 1.310
N -0.471 1.781 -0.475
N -1.408 0.946 -1.104

---

Record 8
16
Properties=species:S:1:pos:R:3 method="wB97M-V/def2-TZVPD" orbital_gap_ev=8.0138
C -3.905 -0.222 0.115
C -0.392 0.318 -0.191
C 0.732 -0.441 -0.154
C 4.068 0.164 0.063
H -4.726 0.424 -0.560
H -4.185 -0.100 1.255
H -3.701 -1.627 -0.091
H -0.484 1.396 -0.157
H 0.668 -1.531 0.111
H 1.861 1.248 0.361
H 3.973 1.216 0.064
H 5.264 -0.173 -0.099
N -2.547 0.355 -0.196
N -1.595 -0.381 -0.264
N 1.892 0.019 -0.184
N 3.077 -0.664 -0.072

---

Record 9
16
Properties=species:S:1:pos:R:3 method="wB97M-V/def2-TZVPD" orbital_gap_ev=9.0314
C -3.127 1.049 0.168
C 0.304 -0.089 -0.159
C 0.667 -1.269 -0.725
C 1.731 0.378 0.733
H -3.342 0.722 1.323
H -3.543 2.277 -0.155
H -3.381 0.107 -0.552
H 0.173 -1.805 -1.722
H 2.080 -2.550 0.076
H 3.000 0.291 -0.816
H 1.855 1.547 0.583
H 1.399 0.080 1.786
N -1.611 1.140 0.159
N -1.074 0.149 -0.294
N 2.086 -1.617 -0.534
N 2.785 -0.413 0.128

---

Record 10
16
Properties=species:S:1:pos:R:3 method="wB97M-V/def2-TZVPD" orbital_gap_ev=8.7495
C -1.584 -2.410 -0.410
C -0.349 0.420 1.274
C 0.492 1.493 1.222
C 1.334 0.847 -1.605
H -2.676 -2.527 -0.668
H -1.308 -3.436 -0.045
H -1.066 -2.212 -1.378
H -0.829 0.208 2.204
H 0.493 2.054 2.168
H 1.797 2.891 0.717
H 1.726 0.728 -2.636
H 0.712 0.024 -1.216
N -1.350 -1.419 0.664
N -0.550 -0.563 0.272
N 1.364 2.070 0.340
N 1.794 1.832 -0.904

---

Record 11
19
Properties=species:S:1:pos:R:3 method="wB97M-V/def2-TZVPD" orbital_gap_ev=8.6571
C -1.025 -0.994 0.195
C -2.217 0.773 -0.231
C -2.330 -0.568 0.064
C 2.811 1.516 0.284
N -0.140 0.020 -0.047
N -0.961 1.191 -0.337
N -3.454 -1.368 0.275
N 2.524 0.462 -0.630
O 1.343 -1.587 -1.448
O 1.732 -1.280 1.000
S 1.480 -0.734 -0.317
H -0.480 -1.957 0.328
H -2.943 1.510 -0.469
H 2.761 1.171 1.305
H 3.768 2.004 0.084
H 2.182 2.428 0.285
H -3.128 -2.317 0.472
H -4.350 -1.067 0.796
H 2.428 0.795 -1.610

---

Record 12
19
Properties=species:S:1:pos:R:3 method="wB97M-V/def2-TZVPD" orbital_gap_ev="7.6530 / 6.4509"
C 0.759 1.162 -0.123
C 0.794 -0.897 -0.334
C 2.030 1.761 0.155
C 3.175 -0.523 0.208
N 3.119 0.845 0.332
N 2.060 -1.323 -0.139
N -0.355 1.716 -0.597
N -3.043 -0.382 0.540
O -0.195 -1.601 -0.539
O 2.254 -2.677 -0.323
O 2.152 2.938 0.280
H 4.110 -0.948 0.365
H 3.926 1.336 0.625
H -1.307 1.376 -0.310
H 1.286 -2.905 -0.216
H -0.378 2.744 -0.784
H -4.057 -0.553 0.340
H -2.473 -0.984 -0.037
H -2.881 -0.606 1.640

---

Record 13
21
Properties=species:S:1:pos:R:3 method="wB97M-V/def2-TZVPD" orbital_gap_ev="8.4207 / 6.3455" total_charge=+1
C -0.603 0.787 1.721
C -1.437 -0.469 -0.166
C 0.314 0.864 -0.994
C 1.944 -1.080 -1.481
N -0.273 -1.438 -0.071
N -1.537 0.093 1.158
N -1.004 0.406 -1.147
N 0.557 1.939 -0.209
N -0.521 0.981 3.087
O -0.629 2.014 3.735
O -0.201 -2.384 -0.792
O -0.068 -0.132 3.380
O 1.111 -0.386 -0.553
H -2.483 -0.822 -0.345
H 0.690 1.186 -2.067
H 1.632 -1.007 -2.579
H 1.993 -2.048 -1.150
H 2.989 -0.690 -1.309
H -2.495 -0.101 1.597
H -1.417 0.189 -2.071
H 1.437 2.096 0.254

---

Record 14
18
Properties=species:S:1:pos:R:3 method="wB97M-V/def2-TZVPD" orbital_gap_ev=10.3359 total_charge=+1
C -2.968 -0.684 0.177
C -1.027 0.063 -0.190
C 1.203 -0.759 -0.098
C 2.794 1.302 0.159
N -1.714 -1.131 0.037
N -1.800 1.123 -0.187
N -3.026 0.595 -0.053
N 0.349 0.236 -0.193
N 0.814 -2.044 -0.126
S 2.928 -0.468 -0.050
H -3.807 -1.232 0.544
H 3.664 1.748 0.497
H 2.002 1.592 0.856
H 2.563 1.898 -0.854
H -3.864 1.263 -0.019
H 0.597 1.231 -0.384
H -0.216 -1.951 -0.062
H 1.507 -2.783 -0.055

---

Record 15
14
Properties=species:S:1:pos:R:3 method="wB97M-V/def2-TZVPD" orbital_gap_ev=11.4470 total_charge=+1
C -2.193 -0.328 -0.308
C -1.367 0.658 -0.064
C 0.415 0.461 0.567
C 1.359 0.199 -0.603
N 1.030 -0.885 0.379
O 2.666 0.684 -0.425
H -3.227 -0.150 -0.400
H -1.762 -1.286 -0.443
H -1.803 1.673 0.035
H 0.561 0.913 1.547
H 1.060 0.145 -1.710
H 1.603 -1.322 1.117
H 0.248 -1.534 0.246
H 3.467 0.302 -0.838

---

Record 16
14
Properties=species:S:1:pos:R:3 method="wB97M-V/def2-TZVPD" orbital_gap_ev="6.3115 / 6.3131" total_charge=+1
C -2.518 0.596 -0.032
C -1.652 -0.382 -0.128
C 0.806 -0.741 -0.046
C 1.784 0.323 -0.216
N -0.490 -0.454 0.598
O 3.090 0.155 -0.050
H -3.524 0.458 -0.413
H -2.327 1.316 0.776
H -1.906 -1.268 -0.728
H 0.581 -1.111 -0.995
H 1.338 -1.465 0.470
H 1.492 1.269 -0.441
H -0.345 0.297 1.238
H 3.670 1.006 -0.033

---

Record 17
14
Properties=species:S:1:pos:R:3 method="wB97M-V/def2-TZVPD" orbital_gap_ev="9.1002 / 8.5450" total_charge=+1
C -0.091 -0.809 1.331
C -0.588 -0.873 0.017
C -1.754 -0.419 -0.738
C 1.577 0.949 0.366
N 0.581 -0.082 0.513
O 2.408 0.981 1.446
H -0.056 -1.126 2.356
H 0.001 -2.777 -0.523
H -2.263 0.389 -0.205
H -2.461 -1.238 -0.864
H -1.467 -0.063 -1.725
H 2.067 0.794 -0.605
H 1.027 1.907 0.333
H 3.199 0.435 1.338

---

Record 18
14
Properties=species:S:1:pos:R:3 method="wB97M-V/def2-TZVPD" orbital_gap_ev=10.6187 total_charge=+1
C -1.597 -0.083 0.062
C -2.732 0.521 -0.140
C -0.249 -0.215 0.565
C 2.111 -0.429 -0.099
N 0.884 0.400 -0.172
O -0.892 -1.223 -0.172
H -3.523 0.039 -0.686
H -2.912 1.507 0.248
H -0.011 -0.434 1.601
H 2.450 -0.502 0.933
H 1.891 -1.429 -0.471
H 2.901 0.012 -0.702
H 0.605 0.492 -1.161
H 1.074 1.343 0.194

---

Record 19
14
Properties=species:S:1:pos:R:3 method="wB97M-V/def2-TZVPD" orbital_gap_ev=9.5837 total_charge=+1
C 0.552 0.732 0.657
C -0.546 -0.126 0.703
C -1.654 -0.125 -1.924
C -1.172 -0.376 -0.493
N 1.887 -0.211 0.899
O -2.384 -0.600 -0.783
H 0.540 1.329 1.615
H 0.816 1.465 -0.178
H -0.888 -0.662 1.554
H -1.908 0.833 -2.229
H -1.393 -0.995 -2.557
H 1.540 -1.169 1.057
H 2.314 0.140 1.773
H 2.296 -0.234 -0.094

---

Record 20
14
Properties=species:S:1:pos:R:3 method="wB97M-V/def2-TZVPD" orbital_gap_ev=9.5831 total_charge=+1
C -2.812 -0.062 -0.414
C -2.128 -0.057 0.704
C 0.811 -0.462 -0.176
C 1.977 0.363 -0.233
N -0.351 -0.090 0.394
O -2.542 -0.156 -1.624
H -3.895 0.247 -0.338
H -2.206 0.183 1.755
H 0.861 -1.477 -0.700
H 1.764 1.194 -0.808
H 2.601 -0.263 -0.798
H 2.383 0.674 0.850
H -0.125 0.768 0.869
H -1.659 -0.428 -1.785